{
  "formula": "C37H24Br2N5O3TaTe",
  "method": "wB97M-V/def2-TZVPD",
  "total_energy_ev": -201284.46542,
  "total_charge": 0,
  "spin_multiplicity": 1,
  "de_lowest_kcal_mol": 27.8,
  "homo_lumo_gap_ev": 6.4,
  "species": ["Ta", "O", "C", "C", "C", "C", "C", "C", "C", "O", "N", "N", "C", "C", "C", "C", "C", "C", "N", "H", "H", "H", "H", "H", "H", "H", "H", "H", "H", "Br", "C", "C", "C", "Br", "C", "C", "C", "C", "N", "C", "C", "O", "H", "H", "H", "H", "C", "C", "C", "C", "C", "C", "C", "C", "C", "C", "C", "C", "C", "C", "C", "N", "H", "H", "H", "H", "H", "H", "H", "H", "H", "H", "Te"],
  "coordinates": [[0.1661, -0.7095, -0.3547], [-4.7008, -0.3683, -3.0540], [-3.7918, -0.6945, -3.9801], [-4.1949, -0.7169, -5.3163], [-3.3151, -1.0839, -6.3117], [-1.9951, -1.3961, -6.0056], [-1.5748, -1.3551, -4.6959], [-2.4591, -1.0237, -3.6664], [-1.9815, -1.1077, -2.2891], [-0.7407, -1.2974, -2.0426], [-2.8927, -1.0569, -1.3322], [-2.3746, -1.2004, -0.0976], [-3.1697, -1.3455, 0.9012], [-2.6048, -1.5543, 2.2131], [-3.4110, -1.8265, 3.3236], [-2.8008, -2.1540, 4.5191], [-1.4146, -2.1524, 4.5879], [-0.6997, -1.7972, 3.4525], [-1.2682, -1.5183, 2.2964], [-4.2880, -0.5070, -2.1678], [-5.2254, -0.4839, -5.5379], [-3.6650, -1.1529, -7.3319], [-1.3122, -1.6979, -6.7845], [-0.5619, -1.6198, -4.4297], [-4.2509, -1.3689, 0.7721], [-4.4854, -1.7923, 3.2293], [-3.3924, -2.4030, 5.3873], [-0.8999, -2.4162, 5.4977], [0.3812, -1.7395, 3.4669], [-1.7852, 2.0097, 2.9909], [0.0863, 1.7346, 3.1529], [0.7252, 2.2513, 4.2827], [2.0292, 1.9351, 4.5441], [2.8545, 2.6490, 6.1077], [2.7494, 1.0745, 3.6881], [4.0386, 0.5745, 3.9486], [4.6162, -0.2825, 3.0507], [3.9251, -0.6022, 1.8739], [2.7303, -0.1488, 1.5951], [2.1199, 0.6476, 2.4883], [0.7522, 0.9801, 2.1957], [0.2184, 0.5153, 1.1081], [0.1665, 2.8947, 4.9450], [4.5477, 0.8500, 4.8608], [5.5909, -0.7027, 3.2312], [4.3542, -1.2703, 1.1415], [4.0157, 0.0565, -2.7561], [3.6949, 1.1028, -3.6053], [2.4131, 1.6103, -3.5919], [1.4468, 1.0964, -2.7199], [1.7663, 0.0653, -1.8186], [3.0575, -0.4476, -1.8907], [0.0969, 1.6708, -2.7416], [-0.3993, 2.3724, -3.8708], [-1.6159, 2.9869, -3.8128], [-2.3873, 2.8927, -2.6338], [-3.6433, 3.5009, -2.4561], [-4.3652, 3.2948, -1.3123], [-3.8520, 2.4876, -0.2881], [-2.6230, 1.9060, -0.4163], [-1.8614, 2.0950, -1.5836], [-0.6455, 1.5189, -1.6636], [5.0100, -0.3651, -2.7705], [4.4288, 1.5111, -4.2861], [2.1674, 2.4341, -4.2483], [3.3318, -1.2781, -1.2546], [0.1846, 2.4030, -4.7759], [-2.0054, 3.5285, -4.6658], [-4.0262, 4.1360, -3.2400], [-5.3325, 3.7550, -1.1869], [-4.4150, 2.3436, 0.6198], [-2.2023, 1.2952, 0.3643], [1.2338, -2.9493, 0.2470]],
  "forces_ev_per_angstrom": [[0.808, -1.166, -0.658], [-0.179, 0.093, -0.122], [0.088, -0.002, 0.027], [-0.102, -0.023, 0.037], [-0.048, 0.030, 0.129], [0.176, -0.067, -0.102], [-0.031, -0.018, 0.002], [0.154, -0.004, -0.102], [-1.480, -0.154, 0.373], [0.373, 0.085, -0.137], [-0.458, -0.064, -0.640], [1.069, 0.438, 0.460], [0.250, 0.155, -0.989], [0.415, -0.146, 1.086], [0.175, 0.051, -0.509], [0.261, 0.062, 0.095], [-0.273, 0.030, -0.009], [0.076, 0.001, 0.082], [-0.449, -0.016, -0.159], [0.037, -0.069, -0.002], [-0.083, 0.045, -0.003], [-0.007, 0.069, -0.073], [0.073, 0.008, -0.067], [0.089, 0.013, 0.010], [0.081, 0.015, -0.165], [-0.130, -0.078, -0.011], [-0.055, -0.011, 0.062], [0.063, 0.021, 0.096], [0.138, -0.086, 0.012], [0.205, 0.088, 0.067], [-0.271, -0.564, -0.995], [0.463, 0.055, 0.367], [-0.327, 0.242, 0.258], [-0.137, -0.094, -0.195], [-0.152, -0.038, -0.277], [0.193, -0.197, -0.187], [-0.043, 0.228, 0.232], [-0.297, 0.062, -0.170], [0.197, -0.001, -0.095], [-0.011, 0.099, 0.210], [0.491, 0.692, 1.703], [-0.565, 0.438, -0.586], [0.004, -0.014, 0.088], [0.005, 0.041, 0.012], [0.153, -0.057, 0.032], [0.149, -0.102, -0.116], [-0.057, 0.082, -0.078], [0.086, -0.059, -0.052], [-0.241, 0.017, 0.052], [0.406, -0.117, -0.102], [-0.976, -0.223, 0.820], [0.291, -0.193, 0.178], [-0.347, 0.236, 0.050], [-0.173, 0.187, -0.001], [0.165, -0.132, 0.050], [0.235, -0.302, 0.333], [-0.209, 0.025, 0.044], [-0.029, 0.188, -0.261], [0.352, -0.160, 0.094], [-0.138, 0.055, 0.006], [-0.572, 0.443, -0.272], [0.710, -0.951, 0.299], [0.085, -0.071, 0.015], [0.061, 0.026, 0.005], [0.009, 0.012, -0.018], [-0.026, 0.017, 0.063], [0.027, 0.019, -0.058], [-0.004, 0.013, -0.020], [-0.102, 0.041, -0.136], [-0.102, 0.089, -0.036], [-0.142, -0.034, 0.136], [0.010, 0.043, 0.097], [-0.408, 0.655, -0.283]],
  "lowdin_charge": [1.3187, 0.0604, -0.2652, -0.0109, -0.0760, -0.0879, -0.0147, -0.0782, -0.4085, -0.2533, 0.0465, -0.0296, -0.0508, -0.2861, -0.0174, -0.0570, -0.0372, -0.1471, 0.0669, 0.0642, 0.1163, 0.1046, 0.0998, 0.1220, 0.1380, 0.1114, 0.1087, 0.1057, 0.1020, 0.8464, -0.5636, -0.1738, -0.6087, 0.7669, -0.1888, -0.0313, -0.0353, -0.1366, 0.0940, -0.1537, -0.3676, -0.3162, 0.0948, 0.0794, 0.1050, 0.1017, -0.0834, -0.0851, -0.0436, -0.1992, -0.2011, -0.1524, -0.2205, 0.0081, 0.0148, -0.1481, -0.0277, -0.0715, -0.0694, -0.0652, -0.2088, 0.1187, 0.1008, 0.1018, 0.1010, 0.0296, 0.1070, 0.1219, 0.1132, 0.1039, 0.1026, 0.0238, 0.2711]
}